Below is C2H7N5 in the gas phase at a distorted geometry, with properties calculated with ωB97M-V/def2-TZVPD.

Last column: Löwdin charge in e.
CARTESIAN COORDINATES (ANGSTROEM)
C (-0.513, -1.256, 0.014)  -0.1233
C (0.769, -0.709, -0.248)  -0.2151
N (-1.745, -0.791, 0.299)  -0.0818
N (1.303, 0.300, 0.365)  -0.1005
N (-2.361, 0.313, 0.076)  -0.1009
N (2.652, 0.518, 0.167)  -0.0258
N (-1.515, 1.338, -0.244)  -0.0285
H (-0.513, -2.331, 0.298)  0.1034
H (1.405, -1.238, -0.855)  0.0738
H (-2.432, -1.516, 0.463)  0.1473
H (2.907, 0.187, -0.845)  0.1255
H (2.764, 1.452, 0.446)  0.0440
H (-0.672, 1.532, 0.438)  0.1102
H (-2.050, 2.203, -0.375)  0.0718

Computed properties:
**ΔE to the lowest compared entry with this formula, charge and spin**: 468.1 kJ/mol
**Max |F|**: 3.99 eV/A
**HOMO (alpha / beta)**: -6.6603 / -6.6576 eV